# 1
{
  "formula": "C47H50ClF3InN6O5",
  "method": "wB97M-V/def2-TZVPD",
  "elements": ["In", "C", "O", "C", "C", "C", "C", "C", "C", "C", "N", "C", "C", "N", "C", "C", "C", "C", "N", "C", "C", "N", "C", "C", "C", "C", "H", "H", "H", "H", "H", "H", "H", "H", "H", "H", "H", "H", "H", "H", "C", "C", "C", "C", "C", "C", "C", "C", "C", "C", "C", "C", "N", "C", "C", "N", "C", "C", "C", "C", "C", "C", "C", "C", "C", "C", "C", "C", "H", "H", "H", "H", "H", "H", "H", "H", "H", "H", "H", "H", "H", "H", "H", "H", "H", "H", "H", "H", "H", "H", "H", "H", "H", "H", "H", "H", "H", "H", "H", "H", "H", "H", "H", "H", "O", "Cl", "O", "O", "O", "F", "C", "F", "F"],
  "xyz": [[1.33, -0.51, -0.67], [-8.01, 9.78, 7.25], [-6.51, 9.60, 7.21], [-6.17, 8.59, 6.33], [-6.69, 7.27, 6.44], [-6.19, 6.25, 5.66], [-5.29, 6.60, 4.61], [-4.71, 7.91, 4.55], [-5.17, 8.92, 5.37], [-5.01, 5.51, 3.69], [-5.46, 4.22, 3.81], [-4.85, 3.61, 2.78], [-4.01, 4.41, 1.99], [-4.16, 5.66, 2.64], [-3.02, 3.90, 1.10], [-1.97, 4.66, 0.48], [-0.98, 4.02, -0.25], [-1.11, 2.62, -0.34], [-2.02, 1.85, 0.19], [-3.00, 2.49, 0.90], [-3.95, 1.67, 1.63], [-3.95, 0.41, 1.28], [-4.66, -0.46, 1.94], [-5.45, -0.04, 3.03], [-5.55, 1.30, 3.34], [-4.82, 2.22, 2.64], [-8.15, 10.29, 8.24], [-8.48, 8.79, 7.16], [-8.36, 10.39, 6.36], [-7.48, 7.09, 7.21], [-6.60, 5.25, 5.77], [-3.83, 8.11, 3.89], [-4.74, 9.95, 5.32], [-3.87, 6.56, 2.31], [-1.88, 5.74, 0.68], [-0.09, 4.50, -0.68], [-0.18, 1.75, -1.18], [-4.61, -1.51, 1.59], [-5.99, -0.77, 3.62], [-6.29, 1.62, 4.12], [-0.72, -6.34, -3.35], [0.73, -5.82, -3.22], [1.57, -6.29, -4.36], [1.32, -6.24, -1.92], [1.11, -7.55, -1.52], [1.67, -8.04, -0.32], [2.50, -7.24, 0.43], [2.75, -5.90, 0.06], [3.43, -4.96, 1.04], [4.63, -5.52, 1.77], [2.38, -4.58, 2.11], [2.15, -5.35, -1.13], [2.25, -4.04, -1.48], [3.41, -3.52, -1.74], [3.68, -2.16, -2.04], [2.90, -1.07, -2.07], [3.20, -0.02, -2.99], [4.21, 0.94, -2.72], [4.80, 1.66, -3.75], [4.20, 1.62, -5.05], [3.24, 0.66, -5.30], [2.57, -0.05, -4.26], [1.37, -0.94, -4.53], [1.89, -2.31, -4.96], [0.46, -0.28, -5.62], [4.73, 1.07, -1.32], [4.32, 2.45, -0.75], [6.23, 0.89, -1.23], [-1.13, -5.96, -4.30], [-1.38, -6.03, -2.49], [-0.62, -7.43, -3.29], [0.78, -4.73, -3.29], [1.47, -7.33, -4.56], [2.66, -6.11, -4.26], [1.28, -5.80, -5.32], [0.60, -8.28, -2.11], [1.43, -9.05, 0.06], [2.96, -7.74, 1.24], [3.77, -3.98, 0.52], [4.36, -6.30, 2.49], [5.20, -4.70, 2.26], [5.36, -5.98, 1.07], [2.04, -5.53, 2.53], [1.49, -4.12, 1.65], [2.87, -3.94, 2.86], [4.32, -4.17, -1.90], [4.69, -2.05, -2.33], [5.57, 2.42, -3.52], [4.67, 2.24, -5.85], [2.87, 0.59, -6.31], [0.79, -1.06, -3.65], [2.62, -2.35, -5.79], [1.08, -2.94, -5.30], [2.38, -2.85, -4.16], [0.90, -0.48, -6.65], [0.34, 0.80, -5.40], [-0.49, -0.71, -5.53], [4.22, 0.39, -0.60], [4.75, 3.24, -1.40], [4.65, 2.70, 0.21], [3.24, 2.58, -0.76], [6.73, 1.46, -2.06], [6.55, -0.17, -1.38], [6.54, 1.19, -0.27], [2.36, -1.88, 0.95], [2.55, -0.76, 1.96], [1.79, -0.91, 3.14], [1.81, 0.46, 1.14], [0.44, 1.03, -1.65], [-1.82, -0.95, -0.29], [-0.60, -1.52, -0.02], [-0.50, -2.67, -0.75], [-0.61, -1.92, 1.29]],
  "lowdin_charge": [0.8067, -0.0361, -0.1321, -0.2890, -0.0244, -0.0121, -0.1329, -0.0357, -0.0185, -0.2603, 0.1905, -0.2312, -0.0910, 0.1640, -0.0829, -0.0124, -0.0380, -0.0560, 0.1794, -0.1165, -0.1526, 0.1236, -0.1127, -0.0525, -0.0291, -0.1057, 0.0996, 0.0589, 0.1041, 0.1218, 0.1092, 0.1169, 0.1324, 0.1452, 0.1069, 0.1107, -0.0649, 0.1217, 0.0912, 0.1304, -0.0609, -0.4071, -0.0862, -0.1420, -0.0576, -0.0955, -0.0711, -0.1147, -0.3968, -0.1026, -0.0711, -0.1649, 0.1020, -0.1955, -0.1463, -0.0398, -0.1822, -0.1599, -0.0491, -0.0774, -0.0480, -0.1200, -0.3382, -0.0570, -0.0583, -0.3776, -0.0537, -0.0631, 0.0784, 0.1032, 0.0496, 0.1163, 0.0626, 0.0898, 0.0821, 0.0910, 0.1000, 0.0918, 0.1253, 0.0711, 0.0834, 0.0794, 0.0765, 0.0818, 0.0780, 0.1368, 0.0967, 0.1096, 0.1008, 0.0941, 0.1089, 0.0921, 0.0676, 0.0468, 0.0929, 0.0943, 0.0430, 0.1176, 0.0827, 0.0515, 0.0790, 0.0814, 0.0902, 0.0519, -0.5003, 0.9803, -0.3987, -0.4987, -0.3580, 0.0207, -0.5539, 0.0044, 0.0141],
  "homo_lumo_gap_ev": [6.605, 5.447],
  "charge": -1,
  "homo_energy_ev": [-5.15, -3.97]
}

# 2
{
  "formula": "C47H51BInN8O10S",
  "method": "wB97M-V/def2-TZVPD",
  "elements": ["In", "O", "N", "C", "C", "C", "C", "C", "C", "O", "N", "C", "O", "N", "C", "O", "H", "H", "H", "H", "H", "H", "H", "H", "H", "H", "H", "O", "B", "O", "C", "C", "C", "C", "C", "C", "H", "H", "H", "H", "C", "C", "C", "C", "C", "N", "H", "H", "H", "H", "H", "H", "H", "H", "H", "C", "C", "O", "O", "H", "H", "H", "O", "C", "N", "C", "C", "O", "N", "C", "C", "C", "C", "C", "C", "C", "C", "C", "C", "C", "C", "H", "H", "H", "H", "H", "H", "H", "H", "H", "H", "H", "C", "C", "C", "C", "N", "N", "C", "H", "H", "H", "H", "H", "H", "H", "H", "S", "C", "C", "C", "C", "C", "C", "H", "H", "H", "H", "H"],
  "xyz": [[0.31, 0.20, 0.04], [-3.18, 0.65, -3.54], [-2.38, 0.04, -2.91], [-0.82, -2.70, -4.66], [-0.18, -3.84, -3.88], [1.02, -3.42, -3.01], [1.73, -4.68, -2.47], [3.10, -4.41, -1.87], [1.98, -2.67, -3.91], [2.52, -3.19, -4.87], [2.21, -1.36, -3.59], [1.68, -0.67, -2.50], [2.08, 0.46, -2.28], [0.77, -1.27, -1.69], [0.49, -2.60, -1.82], [-0.20, -3.19, -0.99], [-1.75, -3.02, -5.13], [-0.16, -2.34, -5.45], [-1.06, -1.86, -4.01], [0.18, -4.60, -4.58], [-0.90, -4.32, -3.21], [1.80, -5.40, -3.29], [1.06, -5.09, -1.71], [3.81, -4.09, -2.64], [3.50, -5.31, -1.40], [3.05, -3.64, -1.10], [2.87, -0.85, -4.16], [-2.60, 0.07, 1.55], [-1.50, -0.65, 1.07], [-1.68, -2.02, 1.38], [-2.87, -2.10, 2.06], [-3.50, -3.22, 2.56], [-4.73, -3.01, 3.19], [-5.28, -1.74, 3.30], [-4.63, -0.62, 2.78], [-3.42, -0.83, 2.16], [-3.06, -4.20, 2.46], [-5.26, -3.86, 3.60], [-6.24, -1.62, 3.79], [-5.05, 0.38, 2.85], [2.78, -1.22, 4.68], [1.48, -1.01, 5.47], [1.58, 0.26, 6.32], [1.19, -2.24, 6.34], [0.37, -0.85, 4.52], [-0.49, -0.69, 3.77], [3.60, -1.37, 5.39], [2.99, -0.35, 4.06], [2.72, -2.10, 4.04], [2.43, 0.16, 7.00], [0.67, 0.40, 6.91], [1.73, 1.12, 5.68], [2.02, -2.39, 7.04], [1.08, -3.14, 5.73], [0.27, -2.10, 6.92], [3.50, 1.95, 1.78], [2.14, 1.70, 2.41], [2.04, 1.79, 3.64], [1.18, 1.38, 1.63], [3.98, 2.79, 2.29], [3.44, 2.13, 0.71], [4.13, 1.07, 1.97], [-2.36, 1.96, -1.05], [-1.32, 2.59, -1.11], [-1.23, 3.94, -1.37], [0.13, 4.41, -1.41], [0.88, 3.09, -1.07], [2.08, 3.05, -0.93], [-0.04, 2.09, -0.94], [0.60, 4.85, -2.79], [1.85, 5.45, -2.94], [2.32, 5.79, -4.19], [1.55, 5.54, -5.33], [0.32, 4.93, -5.19], [-0.16, 4.58, -3.93], [0.36, 5.45, -0.32], [0.19, 6.81, -0.58], [0.30, 7.74, 0.44], [0.58, 7.33, 1.74], [0.75, 5.98, 2.01], [0.64, 5.04, 0.99], [-2.05, 4.48, -1.58], [2.45, 5.63, -2.06], [3.30, 6.25, -4.29], [1.93, 5.81, -6.31], [-0.28, 4.71, -6.06], [-1.11, 4.08, -3.83], [-0.02, 7.14, -1.59], [0.16, 8.80, 0.23], [0.68, 8.06, 2.53], [0.97, 5.64, 3.01], [0.76, 3.99, 1.21], [1.64, -4.60, 2.61], [2.11, -3.37, 1.91], [3.33, -3.02, 1.38], [3.15, -1.76, 0.79], [1.90, -1.36, 0.97], [1.28, -2.35, 1.65], [4.11, -0.95, -0.01], [2.42, -5.35, 2.63], [0.77, -5.02, 2.11], [1.35, -4.38, 3.65], [4.24, -3.61, 1.40], [0.28, -2.30, 1.82], [5.04, -0.79, 0.54], [3.69, 0.02, -0.27], [4.36, -1.46, -0.94], [-2.95, -1.24, -1.85], [-4.71, -1.24, -1.98], [-5.38, -1.25, -3.20], [-6.77, -1.30, -3.21], [-7.48, -1.36, -2.02], [-6.81, -1.36, -0.81], [-5.42, -1.29, -0.79], [-4.83, -1.23, -4.13], [-7.29, -1.30, -4.16], [-8.56, -1.40, -2.04], [-7.35, -1.40, 0.12], [-4.89, -1.27, 0.16]],
  "lowdin_charge": [0.9473, -0.0701, -0.3217, -0.0768, -0.1654, -0.2963, -0.1688, -0.0670, -0.4403, 0.0814, 0.2279, -0.5336, 0.0480, 0.1165, -0.4454, 0.0471, 0.0760, 0.0797, 0.0346, 0.1156, 0.1217, 0.1159, 0.1154, 0.0771, 0.0763, 0.0521, 0.1628, 0.1258, -0.5823, 0.0475, -0.2285, 0.0089, -0.1009, -0.1024, 0.0007, -0.2459, 0.1165, 0.0930, 0.0939, 0.1227, -0.0233, -0.5727, -0.0422, -0.0489, -0.1261, 0.2679, 0.0912, 0.0753, 0.0646, 0.0863, 0.0870, 0.0632, 0.0850, 0.0689, 0.0863, -0.0031, -0.6685, -0.0192, -0.1302, 0.0779, 0.0530, 0.0662, 0.0355, -0.5303, 0.1556, -0.2672, -0.4428, 0.0824, 0.1044, -0.1450, -0.0287, -0.0798, -0.1047, -0.0878, -0.0185, -0.1333, -0.0388, -0.0929, -0.1022, -0.0653, 0.0082, 0.1568, 0.1242, 0.0987, 0.0938, 0.0975, 0.1115, 0.1146, 0.0952, 0.0942, 0.1064, 0.1141, -0.0033, -0.3152, -0.0061, -0.3261, 0.0629, 0.0838, -0.0167, 0.0799, 0.0867, 0.0638, 0.1137, 0.1155, 0.0824, 0.0625, 0.0798, 1.0301, -0.4942, -0.0970, -0.0900, -0.0970, -0.0782, -0.0781, 0.1016, 0.0993, 0.0963, 0.1018, 0.0880],
  "homo_lumo_gap_ev": 8.600,
  "charge": -1,
  "homo_energy_ev": -6.30
}

Number 1: total energy -3475.3571 Ha. Number 2: total energy -3625.5605 Ha.